{"formula": "C28H57N5O15", "method": "the ωB97M-V functional and the def2-TZVPD basis", "lumo_ev": 0.13, "de_lowest_kcal_mol": 593.2, "homo_lumo_gap_ev": 8.365, "symbols": ["C", "O", "H", "H", "H", "H", "C", "C", "C", "O", "C", "O", "O", "H", "H", "H", "H", "H", "H", "C", "C", "C", "O", "C", "O", "O", "H", "H", "H", "H", "H", "H", "C", "C", "C", "O", "C", "O", "O", "H", "H", "H", "H", "H", "H", "C", "O", "N", "C", "C", "H", "H", "H", "H", "H", "H", "H", "C", "O", "N", "C", "C", "H", "H", "H", "H", "H", "H", "H", "C", "O", "N", "C", "C", "H", "H", "H", "H", "H", "H", "H", "C", "O", "N", "C", "C", "H", "H", "H", "H", "H", "H", "H", "C", "O", "N", "C", "C", "H", "H", "H", "H", "H", "H", "H"], "coordinates": [[19.0294, -6.1730, 16.3267], [17.6396, -6.4933, 16.2749], [19.1515, -5.3755, 17.0596], [19.6539, -7.0364, 16.5560], [19.1705, -5.8547, 15.2938], [17.0842, -5.8408, 16.7077], [19.8120, -5.3523, 22.6486], [19.4411, -6.4918, 21.6755], [18.0897, -7.0298, 21.6250], [17.7339, -7.2164, 20.2968], [18.5309, -6.4820, 19.6602], [18.4278, -6.2046, 18.4899], [19.4607, -5.9440, 20.4028], [20.8011, -4.9188, 22.5011], [19.8774, -5.8545, 23.6138], [19.1260, -4.5100, 22.5588], [20.1689, -7.3020, 21.7203], [17.4393, -6.4489, 22.2791], [18.2101, -7.9976, 22.1117], [23.7545, -6.6310, 17.7841], [23.2590, -5.2411, 18.1188], [22.8814, -4.4860, 16.8450], [21.4957, -4.2525, 16.8578], [20.9968, -4.6505, 18.0303], [19.9532, -4.2366, 18.4435], [21.9714, -5.2500, 18.8052], [23.9092, -7.2325, 18.6798], [24.6752, -6.5104, 17.2132], [22.9684, -7.0687, 17.1688], [24.0794, -4.6130, 18.4658], [23.1993, -5.1611, 16.0505], [23.5507, -3.6393, 16.9974], [15.2002, -3.0046, 16.0009], [15.0413, -4.2502, 15.0265], [16.2726, -5.0189, 14.9489], [15.8314, -6.3192, 15.1348], [14.6252, -6.3127, 15.7277], [14.0451, -7.2427, 16.2405], [14.1329, -5.1261, 15.6299], [15.7772, -3.2340, 16.8968], [14.2683, -2.5003, 16.2566], [15.6749, -2.2135, 15.4205], [14.5814, -3.9027, 14.1014], [16.9451, -4.7063, 15.7477], [16.7847, -4.9531, 13.9889], [17.6242, -6.5700, 13.7926], [18.1206, -5.7134, 13.0971], [18.1375, -7.7900, 13.7971], [17.5436, -8.8182, 14.6638], [19.3209, -8.3074, 12.9863], [16.8509, -6.4353, 14.5647], [17.3030, -9.7282, 14.1141], [16.5828, -8.6103, 15.1347], [18.3021, -9.1078, 15.3910], [19.0196, -8.5942, 11.9787], [20.0878, -7.5508, 12.8205], [19.8048, -9.1452, 13.4882], [18.0438, -3.8449, 17.7833], [17.0539, -4.4563, 17.2978], [18.4693, -2.6617, 17.4073], [19.7541, -2.1927, 17.7541], [17.4809, -1.8684, 16.7592], [18.7579, -4.3187, 18.4746], [19.8653, -1.1375, 17.5043], [20.4641, -2.6026, 17.0358], [20.0914, -2.4480, 18.7587], [16.4125, -1.9200, 16.9686], [17.7034, -0.8404, 17.0453], [17.4577, -1.9862, 15.6759], [15.1854, -5.5858, 20.9148], [14.2163, -6.3496, 21.0150], [15.7625, -5.0825, 19.7645], [16.9407, -4.1750, 19.6523], [15.2500, -5.5482, 18.5051], [15.7814, -5.1904, 21.7519], [16.6951, -3.2435, 19.1424], [17.9326, -4.5165, 19.3566], [17.2082, -3.7470, 20.6184], [14.3279, -6.0828, 18.7333], [15.0992, -4.6224, 17.9500], [15.9275, -6.1393, 17.8889], [20.8723, -10.3257, 15.1091], [21.0349, -11.4035, 14.6248], [21.1295, -8.9822, 14.6476], [21.1561, -7.8080, 15.5832], [21.7655, -8.9478, 13.3875], [20.3929, -10.1710, 16.0881], [20.5332, -7.9267, 16.4698], [20.6326, -6.9536, 15.1543], [22.1322, -7.4841, 15.9445], [21.5735, -9.8160, 12.7571], [21.2676, -8.2520, 12.7121], [22.8412, -8.7858, 13.4564], [20.4110, -3.3604, 15.2132], [21.4559, -2.7566, 15.5396], [19.5145, -2.8514, 14.4074], [19.3383, -1.4470, 14.0902], [18.5737, -3.8656, 13.9091], [20.2409, -4.4360, 15.3759], [18.4483, -1.0454, 14.5746], [19.3431, -1.1995, 13.0287], [20.1685, -0.7566, 14.2393], [18.2548, -4.8143, 14.3407], [17.5584, -3.4751, 13.9784], [18.7110, -4.0396, 12.8419]], "forces_ev_per_a": [[-2.4, 0.7, -0.7], [2.8, -3.0, 0.4], [0.6, -0.5, -1.6], [-1.9, 1.4, 0.6], [1.1, -0.1, 0.3], [1.2, -0.2, 1.1], [-0.1, -1.2, 0.0], [2.2, 1.8, 0.2], [-1.1, -2.5, 4.6], [-2.2, -1.9, 1.9], [1.2, 2.1, -4.7], [-0.1, -2.3, 2.9], [2.1, 1.3, -1.1], [0.1, -0.4, -0.5], [-0.5, 0.6, 0.5], [-0.4, -0.3, 0.4], [0.3, 0.1, 0.1], [-0.7, 0.1, -0.8], [-0.9, -0.3, -0.1], [-0.6, 0.3, 0.6], [-1.0, -0.4, -1.2], [1.8, -0.9, 0.3], [1.0, -3.9, 4.0], [3.2, 0.6, 1.3], [9.2, -2.9, 1.7], [0.0, 0.0, 0.4], [0.2, -0.1, -0.1], [0.0, -0.3, 0.0], [0.6, -0.2, 0.4], [-0.6, -0.3, 1.8], [-0.4, 0.8, -0.7], [-1.1, 0.9, -1.5], [-1.6, -0.4, -2.0], [-1.5, 3.8, 1.5], [-0.4, 3.2, -1.4], [-6.9, -0.9, 3.0], [-1.5, -2.5, 0.9], [1.2, 0.6, -0.9], [-2.1, 1.1, 0.5], [-1.1, -0.5, -1.0], [-0.6, -0.6, 0.0], [0.0, -0.4, -0.2], [0.2, -0.1, -0.3], [-0.6, 0.1, -1.4], [-1.7, 0.5, 0.4], [2.2, -4.0, -1.2], [-0.7, -2.4, -4.2], [0.9, -3.1, -0.3], [0.3, -0.7, -0.3], [-2.7, 1.1, -0.4], [4.3, -2.9, -3.5], [0.3, -0.1, -0.5], [0.5, 0.8, 0.1], [-0.3, 0.0, 0.4], [-0.4, -0.1, -0.1], [-1.3, 0.6, 0.5], [-1.8, 0.6, -0.6], [-1.5, -1.3, -2.7], [1.6, 3.3, 1.1], [-2.9, -0.6, 0.3], [1.9, 2.4, -0.7], [0.4, 3.0, -0.6], [-4.1, 0.5, -2.0], [-0.6, 0.4, 0.5], [-0.2, 0.6, 1.1], [-0.4, 1.3, -0.1], [1.4, -0.3, 1.4], [0.3, 0.4, -0.6], [0.5, 0.0, 0.3], [0.1, 0.0, -0.6], [1.9, 1.4, -0.3], [0.9, -0.6, 0.2], [-1.9, 0.6, 4.5], [-1.3, 0.4, -0.1], [-0.5, 0.0, 0.6], [-0.4, -0.3, -0.1], [-2.3, -0.6, 1.1], [-0.6, -0.2, 1.0], [0.0, 0.1, -0.4], [-0.9, -0.6, -0.1], [-0.2, -0.4, 1.0], [-0.4, 3.2, 2.1], [0.3, 0.2, -1.1], [1.3, -2.6, 2.2], [0.1, -1.2, -1.2], [1.7, 0.6, -1.8], [-0.1, -0.5, 0.4], [1.0, -1.8, -0.3], [0.8, -0.4, -0.8], [0.1, -0.5, -0.8], [0.3, -0.8, 0.8], [1.7, 0.4, 0.4], [0.1, 0.0, -0.1], [2.8, 1.4, -2.4], [-1.1, 1.7, -2.8], [-1.4, -0.4, 0.2], [0.5, 0.8, -0.8], [-0.8, 4.3, -0.7], [0.0, 0.8, 0.0], [0.2, 0.1, -0.4], [-1.0, -1.0, -0.5], [0.5, -0.7, 1.5], [3.0, 1.9, 1.4], [0.0, 1.3, -0.4], [0.8, 0.7, 0.4]], "lowdin_charge": [-0.115, -0.150, 0.080, 0.049, 0.071, 0.015, 0.016, -0.322, -0.116, 0.202, -0.599, 0.076, 0.109, 0.086, 0.089, 0.088, 0.161, 0.135, 0.151, -0.016, -0.287, -0.082, -0.055, -0.423, 0.019, 0.112, 0.094, 0.102, 0.041, 0.148, 0.139, 0.146, -0.028, -0.208, -0.194, 0.021, -0.556, 0.162, 0.138, 0.034, 0.102, 0.073, 0.163, 0.103, 0.104, -0.353, -0.060, -0.063, -0.017, -0.030, -0.030, 0.090, 0.096, 0.074, 0.105, 0.067, 0.046, -0.370, -0.188, -0.048, -0.029, -0.052, -0.020, 0.116, 0.060, 0.129, 0.061, 0.114, 0.055, -0.318, 0.009, -0.089, -0.029, -0.023, 0.116, 0.119, 0.057, 0.108, 0.109, 0.090, 0.094, -0.318, 0.075, -0.208, -0.013, -0.127, 0.127, 0.073, 0.078, 0.062, 0.109, 0.053, 0.105, -0.314, -0.035, -0.088, -0.029, -0.073, 0.136, 0.069, 0.091, 0.093, 0.042, 0.096, 0.120]}

=====

{"formula": "C18H17B2CrF4N6O4", "method": "the ωB97M-V functional and the def2-TZVPD basis", "lumo_ev": [-8.79, -8.42], "s_squared": 3.806, "homo_lumo_gap_ev": [6.519, 6.917], "multiplicity": 4, "charge": 2, "symbols": ["Cr", "C", "C", "N", "O", "B", "F", "F", "O", "N", "C", "C", "C", "N", "O", "B", "F", "F", "O", "N", "C", "C", "C", "H", "H", "H", "H", "H", "H", "H", "H", "H", "H", "H", "H", "N", "C", "C", "C", "C", "C", "C", "C", "C", "C", "H", "H", "H", "H", "N", "C", "H"], "coordinates": [[-0.6399, -0.8586, -1.4898], [2.7650, -2.8484, -0.0143], [1.7741, -1.9438, -0.6422], [0.5142, -1.9387, -0.3503], [-0.0252, -2.8439, 0.4687], [-1.1940, -2.3662, 1.3135], [-1.5845, -3.3882, 2.0705], [-0.8099, -1.1889, 1.9351], [-2.4675, -1.9646, 0.4592], [-2.2626, -0.8786, -0.2659], [-3.0770, 0.1219, -0.2663], [-4.3623, 0.1723, 0.4716], [-2.6124, 1.1912, -1.1975], [-1.3190, 1.4190, -1.2419], [-0.7253, 2.1012, -2.2564], [-0.1677, 1.1927, -3.3785], [-1.1028, 0.0298, -3.3091], [-0.2023, 1.8655, -4.5097], [1.1815, 0.6270, -3.1075], [1.1302, -0.3615, -2.1947], [2.1586, -0.9481, -1.6963], [3.5645, -0.6932, -2.0873], [-3.5537, 1.9001, -2.0842], [2.3378, -3.3388, 0.8558], [3.6598, -2.2943, 0.2683], [3.0708, -3.6139, -0.7330], [-4.2558, -0.3705, 1.4105], [-5.1432, -0.3294, -0.1062], [-4.6747, 1.1956, 0.6667], [3.6141, 0.0663, -2.8627], [4.0198, -1.6154, -2.4541], [4.1446, -0.3688, -1.2212], [-4.1781, 2.5198, -1.4284], [-4.2274, 1.1977, -2.5773], [-3.0503, 2.5363, -2.8051], [3.5314, 2.9274, 6.3742], [2.9519, 2.6307, 5.4286], [2.2346, 2.2562, 4.2488], [2.7139, 2.6698, 2.9987], [2.0283, 2.3104, 1.8643], [0.8496, 1.5365, 1.9782], [0.3767, 1.1208, 3.2409], [1.0725, 1.4844, 4.3693], [0.1480, 1.2479, 0.8148], [-0.4185, 1.0378, -0.2572], [3.6118, 3.2682, 2.9400], [2.3719, 2.6283, 0.8892], [-0.5130, 0.5140, 3.3108], [0.7328, 1.1788, 5.3488], [-1.3371, -3.6340, -3.0907], [-1.0957, -2.6656, -2.5322], [-1.5586, -4.4946, -3.5670]], "forces_ev_per_a": [[0.2, -0.5, 0.3], [0.0, 0.0, 0.0], [-0.1, -0.1, 0.2], [0.1, 0.2, -0.1], [0.0, -0.1, 0.0], [-0.2, 0.1, -0.1], [0.0, 0.0, 0.1], [0.0, -0.1, 0.0], [0.1, 0.0, 0.1], [0.2, 0.2, -0.4], [0.0, -0.2, 0.2], [0.0, 0.0, 0.1], [0.0, -0.1, -0.3], [-0.3, 1.0, 0.2], [-0.1, 0.0, -0.1], [0.0, 0.0, 0.1], [0.0, 0.2, 0.1], [0.0, 0.0, 0.0], [0.1, 0.1, 0.1], [-0.2, -0.2, 0.0], [0.0, 0.2, -0.2], [0.0, 0.1, 0.0], [0.1, -0.1, 0.0], [0.0, 0.0, 0.0], [0.0, 0.0, 0.0], [0.0, 0.0, 0.0], [0.0, 0.0, 0.0], [0.0, 0.0, 0.0], [0.0, 0.0, 0.0], [0.0, 0.0, 0.0], [0.0, 0.0, 0.0], [0.0, 0.0, 0.0], [0.0, 0.0, 0.0], [0.0, 0.0, 0.0], [0.0, 0.0, 0.0], [0.0, 0.0, 0.0], [0.1, 0.0, 0.1], [-0.1, 0.0, -0.1], [0.0, 0.0, 0.0], [0.0, 0.0, 0.1], [0.2, -0.1, -0.1], [0.0, 0.0, 0.0], [0.0, 0.0, 0.0], [-0.2, 0.5, -0.1], [0.1, -1.0, -0.1], [0.0, 0.0, 0.0], [0.0, 0.0, 0.0], [0.0, 0.0, 0.0], [0.0, 0.0, 0.0], [0.0, 0.0, 0.0], [0.0, 0.1, 0.0], [0.0, 0.0, 0.0]], "lowdin_charge": [0.908, 0.047, -0.169, -0.067, 0.102, -1.009, 0.266, 0.173, 0.091, -0.058, -0.176, 0.052, -0.089, -0.075, 0.151, -0.942, 0.036, 0.304, 0.144, -0.044, -0.174, 0.045, 0.079, 0.105, 0.107, 0.123, 0.113, 0.125, 0.105, 0.103, 0.118, 0.112, 0.132, 0.130, 0.117, 0.229, -0.141, -0.164, 0.019, 0.028, -0.192, 0.035, 0.029, 0.167, -0.017, 0.139, 0.134, 0.122, 0.141, 0.272, 0.064, 0.150]}

=====

{"formula": "C11H15NO2S", "method": "the ωB97M-V functional and the def2-TZVPD basis", "lumo_ev": 0.54, "de_lowest_kcal_mol": 53.3, "homo_lumo_gap_ev": 9.064, "symbols": ["C", "C", "C", "C", "C", "C", "C", "C", "N", "C", "C", "C", "S", "O", "O", "H", "H", "H", "H", "H", "H", "H", "H", "H", "H", "H", "H", "H", "H", "H"], "coordinates": [[2.8055, -1.2470, -0.7970], [1.2884, -1.1057, -0.7215], [0.6540, -2.5429, -0.6200], [0.8420, -0.1463, 0.4804], [1.1547, -0.7144, 1.8323], [-0.4473, 0.5795, 0.1948], [-1.6936, 0.0383, 0.3786], [-2.8067, 0.9468, 0.0535], [-4.0406, 0.4008, 0.2516], [-2.5450, 2.2313, -0.3809], [-1.2497, 2.6386, -0.4325], [-0.1910, 1.8815, -0.2161], [1.6750, 1.8454, 0.0008], [2.5738, 1.9026, -1.1262], [1.9836, 2.7388, 1.1211], [3.2348, -1.1702, 0.1274], [3.2464, -0.3096, -1.2462], [2.9401, -2.1461, -1.3981], [0.7737, -0.6445, -1.5599], [0.9066, -3.1054, 0.2624], [1.0264, -3.0745, -1.4221], [-0.4429, -2.3557, -0.5823], [0.7041, -0.0623, 2.6951], [2.1833, -0.8656, 1.9938], [0.7566, -1.6768, 1.8500], [-1.8671, -0.9904, 0.5939], [-4.7665, 0.9854, -0.1841], [-4.1334, -0.6804, 0.2114], [-3.4123, 2.9296, -0.6004], [-1.1528, 3.7189, -0.7597]], "forces_ev_per_a": [[-1.3, 2.1, -3.2], [-0.8, 0.1, 2.0], [-1.4, 2.9, 1.8], [1.7, 0.7, -1.9], [-1.6, 3.1, 1.3], [1.1, -1.6, 1.1], [-1.0, 3.0, -1.4], [1.9, -3.1, 0.9], [-1.5, -1.1, -0.6], [-2.5, -0.1, 0.4], [-0.5, 5.5, -2.1], [2.2, -2.1, 0.6], [-1.5, -0.7, 2.0], [-0.7, 0.0, -0.2], [-0.2, -1.0, -0.9], [1.1, -1.0, 2.6], [-0.5, -1.2, -0.3], [1.0, 0.1, 0.3], [0.6, 0.0, -0.6], [0.3, 0.0, 0.5], [0.1, -1.2, -2.0], [0.6, -0.8, -0.5], [0.9, -1.3, -1.6], [1.4, 0.2, 0.2], [-1.1, -1.7, 0.4], [-0.1, -0.5, 0.4], [0.1, -1.1, 0.4], [0.1, 3.0, -0.1], [1.3, -0.9, 0.3], [0.3, -1.3, 0.4]], "lowdin_charge": [-0.053, -0.342, -0.047, -0.266, -0.033, -0.259, 0.052, -0.315, 0.075, -0.051, -0.102, -0.218, 0.827, -0.343, -0.356, 0.040, 0.085, 0.084, 0.133, 0.070, 0.045, 0.081, 0.141, 0.066, 0.051, 0.101, 0.102, 0.149, 0.138, 0.147]}

=====

{"formula": "CH2Cl2O3S", "method": "the ωB97M-V functional and the def2-TZVPD basis", "lumo_ev": -0.22, "de_lowest_kcal_mol": 11.6, "homo_lumo_gap_ev": 10.528, "symbols": ["C", "O", "O", "O", "S", "Cl", "Cl", "H", "H"], "coordinates": [[-0.0729, 0.4573, 0.2055], [-0.9817, 1.8320, -1.8623], [-2.0540, 2.2969, 0.3020], [-2.5068, -0.0852, -0.7720], [-1.3576, 1.4656, -0.5524], [1.3720, 1.5174, 0.0293], [-2.8087, -0.6147, 0.7836], [-0.0316, -0.3040, -0.4425], [-0.3216, 0.0909, 1.2056]], "forces_ev_per_a": [[0.2, 3.4, 1.6], [0.0, -0.2, -0.3], [-1.1, 1.9, 2.0], [1.8, 2.4, 0.2], [-1.1, -4.2, -1.6], [-0.2, -0.7, 0.6], [-0.4, -0.3, 0.0], [0.6, -3.0, -2.4], [0.3, 0.7, -0.2]], "lowdin_charge": [-0.626, -0.256, -0.250, -0.752, 0.585, 0.605, 0.630, 0.009, 0.056]}

=====

{"formula": "C2H3NO2", "method": "the ωB97M-V functional and the def2-TZVPD basis", "lumo_ev": 0.70, "de_lowest_kcal_mol": 34.6, "homo_lumo_gap_ev": 11.371, "symbols": ["C", "C", "N", "O", "O", "H", "H", "H"], "coordinates": [[3.3473, -0.7472, 0.2938], [-0.3655, 0.3735, -0.4910], [0.7989, 0.6180, -0.1315], [3.6042, 0.2268, -0.1792], [-1.1620, -0.6906, -0.2800], [-0.8724, 1.2915, -1.0663], [1.2325, -0.0548, 0.3764], [-0.5500, -1.3236, 0.2059]], "forces_ev_per_a": [[-0.1, -1.1, 0.5], [-1.9, 3.3, -1.7], [-0.8, 2.4, -1.5], [0.6, 1.0, -0.5], [1.6, -1.0, 0.8], [0.5, -2.5, 1.1], [1.5, -2.7, 2.0], [-1.4, 0.6, -0.7]], "lowdin_charge": [-0.017, -0.388, 0.105, 0.046, 0.025, 0.160, -0.070, 0.138]}

=====

Taking the records one at a time from the top gives DFT total energy values of -2502.529984 -2818.760417 -1031.467251 -1583.470657 -283.202879 Eh.